Record 1
{"formula": "C4H8N2S", "method": "ωB97M-V/def2-TZVPD", "smiles": "C/C(=N/S)[C@H]1CN1", "e_lumo_ev": 0.822, "spin_multiplicity": 1, "homo_energy_ev": -8.4, "orbital_gap_ev": 9.190, "total_charge": 0, "elements": ["C", "C", "N", "S", "C", "C", "N", "H", "H", "H", "H", "H", "H", "H", "H"], "coordinates": [[0.68466, -2.01582, -0.00642], [0.70603, -0.52656, 0.16263], [1.63769, -0.04880, 0.90171], [1.92602, 1.58179, 1.27598], [-0.43372, 0.15025, -0.54275], [-1.48224, 0.91922, 0.19575], [-0.53170, 1.61001, -0.65858], [-0.27135, -2.46089, 0.31570], [1.47160, -2.44388, 0.61591], [0.82045, -2.30970, -1.02447], [1.04163, 2.21589, 0.51090], [-0.80467, -0.44528, -1.38567], [-2.52402, 0.81995, -0.10734], [-1.32315, 1.12499, 1.28078], [-0.91725, 1.82883, -1.53412]]}

***

Record 2
{"formula": "CH5BOS", "method": "ωB97M-V/def2-TZVPD", "smiles": "OBCS", "e_lumo_ev": 0.440, "spin_multiplicity": 1, "homo_energy_ev": -8.8, "orbital_gap_ev": 9.202, "total_charge": 0, "elements": ["O", "B", "C", "S", "H", "H", "H", "H", "H"], "coordinates": [[0.95455, 1.07584, -0.18785], [0.87352, -0.15246, 0.35388], [-0.43093, -0.86545, -0.31444], [-1.93375, 0.27573, -0.01597], [1.56730, 1.69690, 0.15284], [1.41710, -0.64287, 1.30405], [-0.85412, -1.79590, 0.29202], [-0.32378, -1.03716, -1.45213], [-1.26988, 1.44538, -0.13240]]}

***

Record 3
{"formula": "C3H10S", "method": "ωB97M-V/def2-TZVPD", "e_lumo_ev": [-3.807, -8.440], "spin_multiplicity": 2, "homo_energy_ev": [-15.8, -15.8], "orbital_gap_ev": [11.985, 7.359], "total_charge": 1, "elements": ["C", "H", "H", "H", "H", "C", "S", "C", "H", "H", "H", "H", "H", "H"], "coordinates": [[-2.50241, 0.93870, -2.24927], [-1.45342, 1.02888, -2.63819], [-2.62470, 0.06341, -1.51494], [-2.73216, 1.89305, -1.77740], [-3.02086, 0.81961, -3.20771], [-0.27893, -0.97935, 1.55519], [0.51270, 0.27512, 0.43107], [2.13172, -0.46732, 0.14671], [0.36239, -1.43628, 2.28936], [-1.12663, -0.42981, 2.04722], [-0.61415, -1.70158, 0.77335], [2.12145, -0.22798, -0.89684], [2.07300, -1.45009, 0.42251], [2.70956, 0.08661, 0.88969]]}

***

Record 4
{"formula": "C24H34AsIrN2O5S3", "method": "ωB97M-V/def2-TZVPD", "e_lumo_ev": [-1.270, -1.226], "spin_multiplicity": 1, "homo_energy_ev": [-6.1, -6.2], "orbital_gap_ev": [4.866, 4.935], "total_charge": 0, "elements": ["Ir", "O", "C", "O", "C", "O", "O", "C", "N", "C", "C", "C", "N", "C", "C", "H", "H", "H", "H", "H", "H", "H", "H", "H", "H", "H", "H", "H", "H", "H", "H", "C", "As", "C", "C", "H", "H", "H", "H", "H", "H", "H", "H", "H", "O", "C", "C", "C", "C", "C", "S", "C", "C", "C", "C", "S", "C", "C", "C", "C", "S", "H", "H", "H", "H", "H", "H", "H", "H", "H"], "coordinates": [[-0.33958, -0.04198, 0.67909], [-4.68417, -0.49436, 0.37559], [-3.50675, -0.43613, 0.52848], [-2.63854, 0.37390, 0.79915], [-2.74453, -2.14245, 0.37772], [-3.59420, -2.96380, 0.24092], [-1.53562, -2.05789, 0.49205], [1.67535, -2.28957, 1.74498], [1.82227, -1.01495, 1.05217], [2.49811, -1.23325, -0.22437], [2.55050, -0.05232, 1.88093], [2.33013, 1.39118, 1.41936], [0.93481, 1.81806, 1.54044], [0.68839, 2.98078, 0.69339], [0.60029, 2.16037, 2.91640], [2.65223, -2.74988, 1.95286], [1.08377, -2.96408, 1.12922], [1.14515, -2.13358, 2.68778], [3.50863, -1.63608, -0.07475], [2.55513, -0.30174, -0.77895], [1.91874, -1.93595, -0.81876], [3.62812, -0.27470, 1.85810], [2.20664, -0.17158, 2.91262], [2.60792, 1.47810, 0.36852], [2.98541, 2.05318, 2.00380], [1.32110, 3.82948, 0.98360], [-0.35577, 3.26717, 0.77729], [0.88165, 2.71589, -0.34217], [1.19268, 3.01534, 3.27055], [0.77955, 1.31286, 3.57538], [-0.45629, 2.42189, 2.97154], [-0.19530, -0.94569, 5.12223], [-1.18798, -0.80870, 3.39274], [-1.98393, -2.59187, 3.50252], [-2.71001, 0.18626, 4.12421], [-0.83343, -1.38484, 5.88753], [0.12070, 0.03494, 5.47391], [0.68892, -1.57590, 5.02665], [-2.38059, -2.76263, 4.50338], [-1.24749, -3.36086, 3.27036], [-2.80014, -2.68236, 2.79187], [-3.11838, -0.33959, 4.98728], [-3.48596, 0.27360, 3.36849], [-2.41840, 1.19070, 4.43047], [0.42941, 0.73010, -1.22464], [0.11699, 0.51305, -2.54519], [1.30104, 1.00027, -3.34791], [1.63109, 0.93350, -4.66255], [2.84457, 1.60304, -4.95140], [3.40201, 2.16624, -3.85140], [2.46155, 1.88820, -2.43649], [-1.05984, 1.36059, -2.98181], [-1.74874, 1.34056, -4.15421], [-2.77103, 2.31193, -4.19241], [-2.83752, 3.04300, -3.05137], [-1.64509, 2.56800, -1.90452], [-0.18583, -0.93430, -2.85721], [0.65868, -1.91358, -3.28534], [0.01427, -3.16192, -3.43167], [-1.29723, -3.11209, -3.08796], [-1.78603, -1.53864, -2.60834], [1.04010, 0.42180, -5.39792], [3.27313, 1.65526, -5.93762], [4.31112, 2.72750, -3.78042], [-1.54626, 0.65831, -4.95971], [-3.43156, 2.44999, -5.02824], [-3.51989, 3.83394, -2.81688], [1.69616, -1.74514, -3.51301], [0.50831, -4.05349, -3.77273], [-2.01853, -3.90312, -3.09363]]}